DFT (ωB97M-V/def2-TZVPD) results for one molecule with the formula C3H6N2O in a non-equilibrium geometry.

Summary:
Relative energy (zero: lowest compared OMol25 entry of this formula, charge and spin) ... 34.6 kcal per mole
Frontier orbital gap ... 0.420 hartree
Structure (SMILES) ... N#C[C@@H](N)CO
Largest force on an atom ... 0.0283 hartree/bohr
Total charge ... 0

Last column: Mulliken charge in e.
CARTESIAN COORDINATES (ANGSTROEM)
N  -1.5150  1.4311  2.0901  -0.41
C  -0.8970  1.0719  1.1768  0.11
C  -0.0784  0.5839  0.0360  0.36
N  1.2760  0.1808  0.3619  -0.64
C  -0.6664  -0.6702  -0.6260  -0.66
O  0.1745  -1.2001  -1.6447  -0.52
H  -0.0113  1.3874  -0.7039  0.24
H  1.7850  0.8514  0.9169  0.24
H  1.2768  -0.6946  0.8957  0.25
H  -0.8710  -1.4303  0.1516  0.32
H  -1.6015  -0.4491  -1.1413  0.35
H  1.1283  -1.0622  -1.5132  0.36

***

DFT (ωB97M-V/def2-TZVPD) results for a 2-piece molecular cluster, C10H18F3N2O4S overall in a non-equilibrium geometry.

Summary:
Frontier orbital gap ... 0.382 hartree
Largest force on an atom ... 0.0315 hartree/bohr
Total charge ... +1

Last column: Mulliken charge in e.
CARTESIAN COORDINATES (ANGSTROEM)
C  0.9270  -0.6844  0.1382  0.36
C  1.1482  -0.1778  -0.9080  -1.18
N  1.2918  0.2477  -2.2280  0.33
C  2.7383  0.3680  -2.6538  -0.56
C  3.6508  -0.6830  -2.0752  -0.91
C  3.1966  -2.1356  -2.3203  -0.60
N  2.0797  -2.2289  -3.2941  -0.60
C  0.5870  1.6088  -2.3506  -0.60
S  -0.9845  1.4944  -3.2786  0.92
O  -1.9506  0.9495  -2.4077  -0.50
O  -1.2004  2.7840  -3.7942  -0.55
H  0.5654  -0.8112  1.1223  0.48
H  0.7903  -0.3958  -2.8466  0.39
H  2.7491  0.3860  -3.7306  0.44
H  3.0879  1.3329  -2.3214  0.52
H  3.8412  -0.4849  -1.0305  0.45
H  4.5963  -0.5295  -2.5755  0.41
H  2.9239  -2.5942  -1.3766  0.24
H  4.0353  -2.6704  -2.7295  0.44
H  2.1573  -3.1325  -3.7396  0.29
H  1.2294  -2.3314  -2.7487  0.21
H  0.3299  1.9362  -1.3573  0.35
H  1.1939  2.3189  -2.8879  0.41
H  -0.7055  0.6337  -4.3064  0.19
C  -3.9445  1.9669  4.4924  -1.09
C  -4.0432  0.7404  3.6118  -0.24
O  -2.7320  0.2389  3.2715  -0.28
C  -2.1542  -0.5351  4.1778  0.22
O  -2.5984  -0.8543  5.2347  -0.49
C  -0.7989  -1.0191  3.6451  1.09
F  -0.1012  -0.0220  3.0573  -0.29
F  -0.9593  -1.9765  2.7135  -0.27
F  -0.0447  -1.5213  4.6047  -0.24
H  -3.3265  2.7295  4.0173  0.30
H  -4.9345  2.3807  4.6765  0.38
H  -3.4874  1.7262  5.4518  0.32
H  -4.5187  0.9898  2.6660  0.31
H  -4.6348  -0.0443  4.0801  0.33

***

DFT (ωB97M-V/def2-TZVPD) results for a 12-piece molecular cluster, C20H64O12 overall in a non-equilibrium geometry.

Summary:
Relative energy (zero: lowest compared OMol25 entry of this formula, charge and spin) ... 74.3 kcal per mole
Frontier orbital gap ... 0.366 hartree
Structure (SMILES) ... CCO.CCO.CCO.CCO.CCO.CCO.CCO.CCO.CO.CO.CO.CO
Largest force on an atom ... 0.0549 hartree/bohr
Total charge ... 0

Last column: Mulliken charge in e.
CARTESIAN COORDINATES (ANGSTROEM)
C  4.0256  -4.0751  -11.3610  0.48
C  3.8644  -4.7638  -12.6621  -0.74
O  4.6463  -5.9945  -12.7895  -0.53
H  3.3964  -3.2014  -11.5304  -0.41
H  5.0776  -3.8075  -11.2613  -0.13
H  3.6943  -4.8358  -10.6541  0.38
H  4.1489  -4.1621  -13.5253  0.51
H  2.8514  -5.1511  -12.7718  0.36
H  4.3887  -6.3708  -11.9447  0.17
C  6.7781  0.2117  -13.3441  -1.13
C  6.2073  -0.6914  -12.1958  0.23
O  5.0892  -0.0450  -11.5129  -0.48
H  7.4478  -0.3509  -13.9947  0.36
H  7.3189  1.1220  -13.0851  0.29
H  5.9101  0.5084  -13.9329  0.25
H  6.9670  -0.6984  -11.4142  0.20
H  5.9529  -1.7260  -12.4259  0.07
H  4.3181  -0.4208  -11.9441  0.34
C  1.1806  1.1635  -12.3311  -1.00
C  2.1338  0.2014  -13.1263  -0.17
O  2.5786  -0.8331  -12.1729  -0.35
H  0.5079  1.7800  -12.9274  0.38
H  1.6471  1.7918  -11.5724  0.28
H  0.4558  0.4889  -11.8754  0.18
H  2.9501  0.7962  -13.5362  0.26
H  1.5755  -0.2905  -13.9229  0.31
H  1.8144  -1.2174  -11.7371  0.16
C  5.7211  -6.5249  -16.6534  -0.98
C  5.0223  -5.5485  -17.5703  -0.14
O  5.1305  -5.9954  -18.8909  -0.53
H  5.5508  -6.2430  -15.6143  0.07
H  6.7933  -6.7112  -16.7152  0.40
H  5.2332  -7.4925  -16.7706  0.36
H  5.5751  -4.6188  -17.4356  0.23
H  3.9973  -5.3991  -17.2310  0.27
H  5.9519  -6.4921  -18.9017  0.32
C  0.7272  -3.6649  -7.0363  -1.04
C  1.6043  -2.5465  -7.5697  -0.28
O  2.3920  -3.1603  -8.5890  -0.20
H  0.2211  -3.3545  -6.1222  0.45
H  1.3464  -4.4884  -6.6804  0.23
H  0.0420  -4.1505  -7.7311  0.12
H  2.0953  -2.1671  -6.6736  0.43
H  1.0333  -1.6840  -7.9134  0.23
H  3.3018  -2.8543  -8.5701  0.32
C  1.7408  -8.9283  -14.3665  -1.13
C  2.3848  -7.7450  -15.0362  0.26
O  1.4036  -6.9924  -15.7780  -0.55
H  2.4040  -9.5859  -13.8045  0.24
H  1.2362  -9.5836  -15.0764  0.41
H  0.9460  -8.6174  -13.6885  0.28
H  3.1139  -8.1473  -15.7396  0.08
H  3.0117  -7.1283  -14.3922  0.07
H  1.1539  -7.6467  -16.4346  0.33
C  8.1543  -5.2542  -10.0960  -0.60
C  9.5213  -4.4991  -10.1023  -0.34
O  10.4769  -5.1004  -9.2998  -0.53
H  8.2302  -6.3288  -9.9299  0.36
H  7.5457  -5.0740  -10.9821  0.25
H  7.5314  -4.7138  -9.3832  0.04
H  9.4680  -3.4506  -9.8094  0.25
H  9.8657  -4.5742  -11.1337  0.26
H  11.3578  -4.8888  -9.6175  0.31
C  -1.0140  -3.6500  -12.1563  -1.43
C  -0.3291  -3.5173  -10.8267  0.43
O  0.7778  -2.6097  -10.8161  -0.52
H  -0.3830  -4.0343  -12.9578  0.28
H  -1.3320  -2.6619  -12.4888  0.33
H  -1.9591  -4.1920  -12.1879  0.40
H  0.0438  -4.5052  -10.5562  -0.13
H  -1.0034  -3.2079  -10.0282  0.25
H  1.4016  -2.9831  -10.1891  0.05
C  5.9656  -1.9583  -8.3369  -0.68
O  4.7133  -2.0428  -8.8509  -0.33
H  5.9252  -1.0585  -7.7231  0.29
H  6.1105  -2.8351  -7.7057  0.31
H  6.7444  -1.9653  -9.0994  0.13
H  4.7307  -1.4215  -9.5825  0.13
C  4.9414  -8.2335  -9.0790  -0.71
O  4.0058  -7.6245  -9.9626  -0.31
H  4.4705  -9.1518  -8.7281  0.27
H  5.9025  -8.4414  -9.5493  0.23
H  4.9929  -7.4986  -8.2757  0.26
H  3.1350  -7.5045  -9.5767  0.26
C  2.4739  -10.4269  -10.6109  -0.48
O  3.4154  -9.8697  -11.4428  -0.57
H  1.5675  -9.8567  -10.8146  0.13
H  2.4392  -11.4410  -11.0091  0.30
H  2.8023  -10.4101  -9.5717  0.20
H  3.6133  -8.9787  -11.1452  0.46
C  1.2826  -6.4364  -8.8195  -0.64
O  1.1193  -7.7725  -9.0833  -0.54
H  1.9761  -6.3814  -7.9804  0.34
H  1.7476  -6.0501  -9.7266  0.04
H  0.2883  -5.9928  -8.7685  0.42
H  0.3125  -8.1056  -8.6837  0.32

***

DFT (ωB97M-V/def2-TZVPD) results for a 7-piece molecular cluster, C39H68O3S overall in a non-equilibrium geometry.

Summary:
Frontier orbital gap ... 0.363 hartree
Structure (SMILES) ... CCOS(C)(=O)=O.c1ccccc1.c1ccccc1.c1ccccc1.CCCCCC.CCCCCC.CCCCCC
Largest force on an atom ... 0.0296 hartree/bohr
Total charge ... 0

Last column: Mulliken charge in e.
CARTESIAN COORDINATES (ANGSTROEM)
C  -3.9742  -4.1609  -0.5944  -0.88
C  -4.5943  -5.5197  -0.8558  -0.53
O  -5.9672  -5.5293  -0.4135  -0.29
S  -6.4892  -6.7980  0.3560  1.20
C  -5.8630  -6.5158  1.9751  -0.81
O  -7.8898  -6.6574  0.3705  -0.61
O  -5.8616  -7.9588  -0.1784  -0.62
H  -2.9359  -4.2343  -0.9154  0.29
H  -4.0297  -3.9102  0.4675  0.29
H  -4.4999  -3.3536  -1.1028  0.31
H  -4.5823  -5.7483  -1.9208  0.30
H  -4.0114  -6.2954  -0.3570  0.43
H  -5.7881  -7.4759  2.4853  0.33
H  -6.5783  -5.9122  2.5280  0.32
H  -4.8792  -6.0555  1.9500  0.26
C  0.0621  -4.8457  1.3417  -0.47
C  0.5421  -3.7660  0.6125  -0.39
C  1.4822  -2.9018  1.1587  -0.34
C  1.9222  -3.0914  2.4629  0.09
C  1.4000  -4.1426  3.2046  -0.47
C  0.4858  -5.0259  2.6475  -0.48
H  -0.7192  -5.4344  0.8762  0.38
H  0.1872  -3.6024  -0.3981  0.43
H  1.7158  -1.9899  0.6200  0.30
H  2.6332  -2.4065  2.9065  0.21
H  1.7468  -4.2953  4.2194  0.37
H  0.1661  -5.8868  3.2216  0.38
C  0.2031  1.1810  -1.9838  -0.07
C  0.1190  0.2877  -0.9279  0.21
C  -1.0683  -0.3595  -0.6356  -0.55
C  -2.1906  -0.2113  -1.4317  -0.45
C  -2.0773  0.6263  -2.5420  -0.59
C  -0.8765  1.2584  -2.8485  0.02
H  1.1071  1.7266  -2.2257  0.46
H  0.8916  0.1626  -0.1774  -0.03
H  -1.0927  -1.0309  0.2169  0.50
H  -3.1336  -0.7294  -1.3303  0.32
H  -2.9369  0.7452  -3.1912  0.37
H  -0.9286  1.9114  -3.7093  -0.20
C  -0.5919  3.8341  -6.0670  -0.56
C  0.5020  3.8327  -5.2018  0.03
C  1.7155  4.3512  -5.6210  -0.52
C  1.8687  4.7976  -6.9281  -0.33
C  0.7816  4.7893  -7.7928  -0.41
C  -0.4425  4.2868  -7.3669  -0.36
H  -1.4954  3.3378  -5.7321  0.31
H  0.3440  3.5085  -4.1828  0.37
H  2.5321  4.4524  -4.9157  0.40
H  2.8166  5.1795  -7.2854  0.36
H  0.8734  5.1916  -8.7931  0.35
H  -1.2567  4.2700  -8.0813  0.34
C  -9.0777  1.6341  4.5272  -1.32
C  -8.0769  1.7128  3.3810  -0.24
C  -7.5653  0.3388  2.9926  -0.64
C  -6.4282  0.3564  1.9795  -0.60
C  -6.8594  0.7817  0.5807  -0.32
C  -5.6838  0.8350  -0.3955  -0.99
H  -8.6530  1.1514  5.4080  0.34
H  -9.9614  1.0810  4.1959  0.31
H  -9.4944  2.5970  4.8343  0.37
H  -8.6055  2.1658  2.5318  0.22
H  -7.2322  2.3825  3.5604  0.32
H  -8.3448  -0.3381  2.6352  0.30
H  -7.1453  -0.1190  3.8994  0.33
H  -5.5932  0.9750  2.3229  0.36
H  -6.0438  -0.6669  1.8904  0.24
H  -7.5892  0.0400  0.2388  0.23
H  -7.3622  1.7506  0.6046  0.34
H  -4.9090  1.4966  0.0020  0.39
H  -5.2707  -0.1418  -0.6395  -0.05
H  -5.9655  1.3096  -1.3409  0.41
C  2.9366  1.0598  2.0265  -1.14
C  4.4369  0.8897  2.1847  0.44
C  4.8292  0.1788  3.4677  -0.15
C  6.3216  -0.1133  3.5398  -0.71
C  7.2193  1.1262  3.5661  0.05
C  8.7077  0.7723  3.6988  -1.28
H  2.4253  1.6081  2.8265  0.43
H  2.4090  0.0950  2.0063  0.00
H  2.5657  1.5729  1.1328  0.25
H  4.7663  0.3497  1.2962  -0.11
H  4.8649  1.8896  2.2965  0.19
H  4.3010  -0.7822  3.5066  -0.21
H  4.5554  0.7445  4.3621  0.35
H  6.5614  -0.7710  4.3789  0.42
H  6.6269  -0.6631  2.6375  0.22
H  7.0548  1.7067  2.6555  -0.09
H  6.9542  1.8067  4.3838  0.30
H  9.1764  0.5389  2.7421  0.33
H  9.2678  1.5859  4.1593  0.36
H  8.8285  -0.1053  4.3390  0.31
C  4.2226  0.1696  -3.2190  -1.16
C  5.0055  0.0452  -1.9140  -0.05
C  5.8135  1.3059  -1.6181  -0.87
C  4.9533  2.5453  -1.4029  0.34
C  5.7729  3.7301  -0.9329  -0.39
C  4.9620  4.9407  -0.4940  -1.34
H  4.8906  0.5452  -4.0033  0.33
H  3.4526  0.9357  -3.1180  0.08
H  3.7995  -0.7594  -3.5950  0.42
H  4.3392  -0.1906  -1.0762  -0.05
H  5.6791  -0.8154  -1.9791  0.39
H  6.5849  1.4054  -2.3886  0.48
H  6.3881  1.1660  -0.6913  0.26
H  4.4450  2.8292  -2.3299  0.23
H  4.2272  2.3341  -0.6111  -0.18
H  6.3580  3.3702  -0.0705  0.13
H  6.5729  3.9537  -1.6475  0.41
H  4.0194  4.6089  -0.0571  0.30
H  5.5415  5.5866  0.1621  0.39
H  4.6809  5.5755  -1.3422  0.33

***

> Which of these has the highest frontier orbital gap?

C3H6N2O

***

> The highest total charge belongs to which entry?

C10H18F3N2O4S